(1)
This record from OMol25 describes C37H47Cl2F3InN7O5S2Si4Te as an isolated structure. The level of theory is ωB97M-V/def2-TZVPD.

The geometry in ORCA input format:
```
! wB97M-V def2-TZVPD RIJCOSX def2/J DEFGRID3
* xyz -2 1
In -0.003 -2.384 0.440
Cl -3.298 -7.576 -2.838
C -2.103 -6.769 -1.853
C -2.495 -5.667 -1.104
C -1.583 -4.991 -0.299
N -1.869 -3.861 0.465
C -3.106 -3.480 0.749
O -4.196 -3.993 0.455
C -3.158 -2.235 1.631
C -4.401 -1.701 1.964
C -4.457 -0.593 2.788
C -3.271 -0.040 3.256
C -2.083 -0.630 2.866
N -2.023 -1.706 2.086
C -0.231 -5.446 -0.255
C 0.137 -6.553 -1.016
C -0.794 -7.206 -1.813
Cl -0.263 -8.582 -2.752
N 0.614 -4.710 0.568
C 1.838 -5.094 0.898
O 2.495 -6.090 0.538
C 2.485 -4.174 1.929
C 3.800 -4.417 2.315
C 4.393 -3.582 3.238
C 3.655 -2.526 3.758
C 2.351 -2.369 3.327
N 1.770 -3.173 2.440
H -3.515 -5.319 -1.148
H -5.280 -2.180 1.559
H -5.411 -0.156 3.060
H -3.267 0.831 3.898
H -1.129 -0.228 3.193
H 1.156 -6.903 -0.971
H 4.318 -5.248 1.861
H 5.422 -3.735 3.540
H 4.087 -1.833 4.470
H 1.735 -1.559 3.706
C 2.686 -5.209 -3.016
N 3.523 -4.484 -2.081
C 3.334 -3.187 -1.762
N 2.479 -2.491 -2.533
S 4.183 -2.478 -0.494
H 3.043 -6.234 -3.075
H 2.751 -4.767 -4.013
H 1.637 -5.231 -2.703
H 4.002 -5.009 -1.367
H 1.807 -2.990 -3.097
H 2.093 -1.647 -2.136
C 1.383 4.386 2.715
Si -0.422 4.459 2.195
C -0.920 6.278 2.226
C -1.419 3.580 3.527
Si -0.811 3.558 0.083
Te -0.632 1.081 -0.334
Si 0.438 4.718 -1.524
C 2.278 4.751 -1.116
C -0.031 6.534 -1.766
C 0.228 3.877 -3.195
Si -3.065 3.799 -0.533
C -4.140 2.919 0.738
C -3.377 3.031 -2.213
C -3.715 5.571 -0.612
H 1.527 4.885 3.678
H 2.026 4.875 1.980
H 1.732 3.357 2.802
H -0.681 6.726 3.194
H -1.990 6.399 2.042
H -0.396 6.841 1.450
H -1.283 4.052 4.504
H -1.118 2.532 3.603
H -2.484 3.589 3.289
H 2.481 5.376 -0.243
H 2.844 5.157 -1.960
H 2.661 3.752 -0.897
H 0.245 7.142 -0.900
H -1.101 6.666 -1.927
H 0.496 6.929 -2.639
H -0.002 2.813 -3.088
H 1.139 3.964 -3.793
H -0.596 4.322 -3.758
H -3.841 1.873 0.848
H -5.193 2.939 0.442
H -4.053 3.387 1.721
H -3.003 2.006 -2.292
H -2.880 3.598 -3.004
H -4.450 3.013 -2.424
H -3.708 6.051 0.370
H -4.746 5.560 -0.978
H -3.126 6.196 -1.285
N 6.627 0.614 1.460
C 5.516 0.661 1.163
C 4.124 0.776 0.822
C 3.725 0.851 -0.508
C 2.381 1.010 -0.814
C 1.424 1.067 0.196
C 1.831 0.946 1.521
C 3.171 0.817 1.838
H 4.453 0.764 -1.302
H 2.065 1.050 -1.850
H 1.091 0.969 2.313
H 3.487 0.728 2.869
F -0.554 -2.063 -5.296
C -1.292 -2.318 -4.198
F -0.757 -3.409 -3.622
F -2.527 -2.626 -4.605
S -1.249 -0.881 -3.041
O -1.715 0.232 -3.839
O 0.173 -0.846 -2.742
O -2.123 -1.282 -1.963
*
```

## Properties
DFT total energy, eV: -158654.8434
Orbital gap, eV: 5.51
Energy relative to the best compared isomer or geometry (same formula, charge and spin), eV: 0.1438

Results of the Löwdin charge analysis, in e, for atoms 1 through 99:
1. In 0.80
2. Cl 0.60
3. C -0.69
4. C -0.04
5. C -0.21
6. N 0.02
7. C -0.48
8. O -0.01
9. C -0.18
10. C 0.00
11. C -0.08
12. C -0.08
13. C -0.17
14. N 0.05
15. C -0.22
16. C -0.07
17. C -0.69
18. Cl 0.60
19. N 0.02
20. C -0.50
21. O -0.03
22. C -0.24
23. C -0.05
24. C -0.08
25. C -0.08
26. C -0.16
27. N 0.06
28. H 0.10
29. H 0.11
30. H 0.10
31. H 0.09
32. H 0.09
33. H 0.08
34. H 0.11
35. H 0.10
36. H 0.09
37. H 0.10
38. C -0.08
39. N -0.05
40. C -0.91
41. N 0.12
42. S 0.64
43. H 0.09
44. H 0.08
45. H 0.07
46. H 0.10
47. H 0.07
48. H 0.04
49. C -0.21
50. Si 0.34
51. C -0.21
52. C -0.22
53. Si 0.17
54. Te 1.07
55. Si 0.34
56. C -0.21
57. C -0.22
58. C -0.21
59. Si 0.31
60. C -0.22
61. C -0.21
62. C -0.22
63. H 0.03
64. H 0.01
65. H 0.01
66. H 0.03
67. H 0.01
68. H 0.01
69. H 0.03
70. H 0.02
71. H 0.01
72. H 0.01
73. H 0.03
74. H 0.01
75. H 0.01
76. H 0.00
77. H 0.03
78. H 0.01
79. H 0.03
80. H 0.02
81. H 0.01
82. H 0.03
83. H 0.01
84. H 0.01
85. H 0.02
86. H 0.03
87. H 0.01
88. H 0.03
89. H 0.00
90. N 0.14
91. C -0.20
92. C -0.26
93. C -0.07
94. C -0.14
95. C -0.58
96. C -0.16
97. C -0.04
98. H 0.12
99. H 0.10

(2)
This record from OMol25 describes a 10-piece molecular cluster, C37H47F3N6O10 overall. The level of theory is ωB97M-V/def2-TZVPD.

The geometry in ORCA input format:
```
! wB97M-V def2-TZVPD RIJCOSX def2/J DEFGRID3
* xyz 0 1
O -2.219 -5.797 2.867
C -2.293 -4.787 3.530
O -1.774 -4.629 4.691
C -2.202 -3.356 5.214
C -2.597 -2.561 4.037
F -1.555 -1.885 3.512
O -2.969 -3.646 3.071
H -3.031 -3.499 5.884
H -1.315 -2.973 5.715
H -3.444 -1.884 4.139
O -1.294 6.673 1.546
C -0.279 6.174 1.834
O 0.869 6.901 2.001
C 1.888 5.906 1.828
C 1.284 4.645 2.361
F 1.341 4.636 3.719
O -0.042 4.814 2.010
H 2.020 5.726 0.732
H 2.647 6.263 2.504
H 1.689 3.734 1.909
O 0.398 2.575 -0.749
C 0.048 3.568 -1.257
O -1.226 3.949 -1.484
C -1.230 5.214 -2.152
C 0.255 5.721 -2.028
F 0.241 6.659 -1.028
O 0.928 4.618 -1.671
H -1.658 5.141 -3.151
H -1.830 5.928 -1.514
H 0.726 6.161 -2.868
C 4.102 3.923 0.195
C 4.578 3.913 1.505
C 4.206 2.674 1.999
N 3.450 2.025 1.077
C 3.394 2.846 -0.051
H 4.222 4.755 -0.451
H 5.327 4.487 2.054
H 4.496 2.158 2.844
H 2.908 1.181 1.154
H 2.799 2.634 -0.950
C -0.165 3.404 -4.676
C 0.817 4.384 -5.021
C 2.014 3.772 -4.786
N 1.731 2.519 -4.238
C 0.403 2.265 -4.197
H -1.242 3.455 -4.705
H 0.679 5.388 -5.339
H 3.032 4.127 -4.756
H 2.504 1.933 -3.913
H -0.068 1.297 -3.996
C -5.993 -0.104 2.815
C -6.307 -1.152 3.766
C -5.742 -2.318 3.303
N -5.196 -2.049 2.116
C -5.259 -0.685 1.849
H -6.288 0.943 2.785
H -6.972 -1.004 4.582
H -5.636 -3.261 3.784
H -4.723 -2.697 1.450
H -4.817 -0.234 1.010
C -4.349 -4.640 0.045
C -3.233 -3.778 -0.220
C -3.598 -2.763 -1.020
N -4.901 -2.956 -1.295
C -5.406 -4.085 -0.710
H -4.345 -5.599 0.547
H -2.249 -3.943 0.189
H -3.074 -1.945 -1.425
H -5.432 -2.313 -1.869
H -6.340 -4.543 -0.988
C 2.375 -5.539 -0.543
C 1.834 -5.782 -1.825
C 0.559 -6.201 -1.599
N 0.366 -6.229 -0.239
C 1.469 -5.812 0.419
H 3.383 -5.147 -0.285
H 2.357 -5.526 -2.753
H -0.154 -6.359 -2.365
H -0.557 -6.550 0.069
H 1.497 -5.766 1.482
C 5.522 0.031 -2.969
C 4.522 -0.591 -3.799
C 3.385 -0.779 -3.071
N 3.698 -0.419 -1.782
C 4.937 0.109 -1.725
H 6.492 0.361 -3.276
H 4.621 -0.796 -4.882
H 2.466 -1.219 -3.380
H 3.045 -0.353 -0.990
H 5.276 0.603 -0.792
C -0.225 -1.443 -0.049
C 0.596 -2.710 0.145
C 2.019 -2.231 0.519
O 1.949 -0.809 0.367
C 0.575 -0.399 0.678
H -1.218 -1.494 0.304
H -0.374 -1.204 -1.125
H 0.786 -3.374 -0.685
H 0.052 -3.227 0.966
H 2.773 -2.752 -0.141
H 2.372 -2.417 1.494
H 0.445 0.565 0.390
H 0.454 -0.544 1.779
*
```

## Properties
SMILES string: O=C1OC[C@@H](F)O1.O=C1OC[C@@H](F)O1.O=C1OC[C@@H](F)O1.c1cc[nH]c1.c1cc[nH]c1.c1cc[nH]c1.c1cc[nH]c1.c1cc[nH]c1.c1cc[nH]c1.C1CCOC1
DFT total energy, eV: -76696.7866
Orbital gap, eV: 8.49

Results of the Löwdin charge analysis, in e, for atoms 1 through 99:
1. O 0.13
2. C -0.57
3. O 0.12
4. C -0.03
5. C -0.27
6. F 0.08
7. O 0.06
8. H 0.14
9. H 0.15
10. H 0.15
11. O 0.19
12. C -0.54
13. O 0.07
14. C -0.07
15. C -0.35
16. F 0.07
17. O 0.12
18. H 0.14
19. H 0.14
20. H 0.15
21. O 0.17
22. C -0.50
23. O 0.08
24. C -0.03
25. C -0.33
26. F 0.06
27. O 0.09
28. H 0.12
29. H 0.15
30. H 0.14
31. C -0.16
32. C -0.09
33. C -0.14
34. N 0.05
35. C -0.16
36. H 0.10
37. H 0.11
38. H 0.09
39. H 0.12
40. H 0.11
41. C -0.14
42. C -0.11
43. C -0.11
44. N 0.02
45. C -0.14
46. H 0.09
47. H 0.09
48. H 0.11
49. H 0.14
50. H 0.13
51. C -0.10
52. C -0.10
53. C -0.18
54. N 0.02
55. C -0.14
56. H 0.10
57. H 0.08
58. H 0.11
59. H 0.11
60. H 0.09
61. C -0.08
62. C -0.14
63. C -0.15
64. N 0.00
65. C -0.11
66. H 0.10
67. H 0.08
68. H 0.10
69. H 0.16
70. H 0.11
71. C -0.16
72. C -0.11
73. C -0.14
74. N 0.02
75. C -0.16
76. H 0.11
77. H 0.10
78. H 0.10
79. H 0.16
80. H 0.11
81. C -0.10
82. C -0.13
83. C -0.16
84. N 0.01
85. C -0.16
86. H 0.08
87. H 0.10
88. H 0.10
89. H 0.10
90. H 0.12
91. C -0.16
92. C -0.15
93. C -0.17
94. O -0.22
95. C -0.13
96. H 0.08
97. H 0.12
98. H 0.09
99. H 0.11

| no. | HOMO energy (eV) | M (g mol⁻¹) |
| --- | --- | --- |
| 1 | -1.98 | 1216.62 |
| 2 | -8.18 | 792.81 |